70
Properties=species:S:1:pos:R:3:forces:R:3 method="wB97M-V/def2-TZVPD" lumo_energy_ev=2.97 homo_energy_ev=-0.07 orbital_gap_ev=3.04 charge=-1
Bi 0.000000 0.000000 0.000000 0.7 -2.0 4.8
Cl -0.304163 0.962008 -2.234774 -0.4 1.2 -2.9
P -1.926521 -1.294840 -0.504785 -4.7 -3.7 -2.0
P 1.879142 1.443692 0.157555 4.5 4.5 -0.1
F -0.249072 -2.173688 2.666281 -0.3 -1.0 1.0
F 1.654773 -2.024186 1.695082 1.0 -0.1 0.7
F 0.866058 -0.459160 3.101902 1.0 0.1 0.7
C 3.452352 0.573989 2.375117 0.0 -0.2 -0.1
C 3.527363 -0.668574 -0.826579 -0.1 -0.2 0.2
C -2.865965 -3.220546 -2.435058 -0.1 -0.1 -0.2
C 2.570747 4.232979 -0.080120 0.1 0.2 -0.1
C 0.144722 3.699111 -0.248449 0.0 0.3 0.0
C -4.712437 -0.725179 -1.038006 -0.2 -0.1 -0.1
C 1.651979 2.285671 2.804078 -0.2 0.1 0.0
C -3.376077 -0.113620 -0.646393 0.3 -0.3 -0.3
C 4.449147 1.634189 -1.152828 0.2 0.1 0.0
C 3.181858 0.802521 -1.029398 -0.2 0.4 0.1
C 2.683425 1.761204 1.810853 0.2 0.2 -0.4
C -2.420026 -2.713471 0.602063 -0.4 0.1 -0.4
C -0.492289 -2.511532 -2.679641 0.0 -0.2 -0.2
C -3.545043 0.800199 0.562425 0.1 0.1 0.3
C 1.552457 3.180722 -0.511271 0.7 0.0 0.0
C -1.879154 -2.075103 -2.225502 -0.6 0.0 0.2
C -1.272748 -3.711484 0.717961 0.2 -0.2 -0.2
C 0.554762 -1.267011 2.046026 -1.2 -1.0 0.6
C -2.938764 -2.292855 1.970801 -0.1 0.2 0.0
H 2.361061 4.604872 0.920312 0.0 0.0 0.2
H -1.226300 -4.392684 -0.126952 -0.1 0.0 -0.2
H 3.598690 3.887569 -0.096775 0.1 -0.1 0.0
H -0.197941 3.471164 0.758242 -0.1 0.0 0.0
H 3.402978 2.557833 1.620755 0.1 0.1 0.1
H 3.576674 -1.162334 -1.797062 0.0 -0.1 0.0
H 0.116769 -1.663105 -2.966732 0.1 0.0 0.2
H -0.317625 -3.202631 0.792191 0.1 -0.3 -0.1
H 4.872111 1.882832 -0.179780 0.1 0.0 0.1
H -2.243824 -1.642330 2.490109 -0.1 0.0 0.1
H -4.740362 -1.040641 -2.076392 0.1 -0.1 -0.1
H 2.892128 -0.350909 2.295757 0.2 0.0 0.1
H -4.972988 -1.577897 -0.411580 0.0 -0.1 0.1
H 2.625402 0.881061 -1.965780 0.0 0.0 0.0
H -4.451123 0.574423 1.117617 -0.2 -0.2 0.1
H -5.500033 0.017964 -0.908064 -0.1 0.1 0.0
H -3.898787 -1.791159 1.902540 -0.2 0.2 -0.1
H -0.591723 -3.161884 -3.550127 -0.1 -0.1 -0.2
H 3.652996 0.749778 3.432808 0.0 0.0 0.1
H 4.495422 -0.796420 -0.350454 0.2 0.1 0.2
H -0.948512 1.293853 0.283389 -2.9 4.7 0.8
H 2.088037 2.302256 3.803675 0.0 0.0 0.1
H -2.173121 -1.239330 -2.861484 -0.1 0.1 0.0
H 0.774284 1.648891 2.829217 -0.1 0.1 0.1
H 0.847788 -1.006832 -0.958928 2.3 -3.1 -3.0
H 4.411024 0.442381 1.883417 0.2 0.0 -0.2
H 4.291234 2.555871 -1.704433 -0.1 0.2 0.0
H -3.849054 -3.041202 -2.013435 -0.1 0.1 0.1
H 5.204777 1.062486 -1.693004 0.1 0.0 -0.1
H -3.240604 -3.203495 0.077386 -0.2 -0.1 0.0
H -3.082035 -3.182352 2.585860 0.0 0.0 0.1
H -2.998038 -3.381229 -3.505334 0.0 -0.1 -0.1
H 2.505110 5.085604 -0.756495 0.0 0.2 0.0
H -1.407127 -4.314488 1.616745 0.1 0.0 0.1
H -3.023865 0.503623 -1.475607 0.0 0.0 0.0
H -2.703950 0.741330 1.247392 -0.1 0.2 0.1
H -3.623077 1.832977 0.222707 0.1 0.0 0.1
H 1.640118 3.029524 -1.587773 0.1 -0.1 -0.1
H 0.138446 4.784400 -0.360067 0.1 0.3 -0.1
H 0.037324 -3.070460 -1.911662 0.1 0.0 0.1
H 2.783646 -1.188891 -0.229481 0.1 -0.2 -0.1
H 1.327863 3.296452 2.573930 0.0 0.1 -0.1
H -0.567019 3.288111 -0.953748 -0.1 -0.2 0.1
H -2.490529 -4.152933 -2.018785 0.1 -0.1 0.1

---

22
Properties=species:S:1:pos:R:3:forces:R:3 method="wB97M-V/def2-TZVPD" de_lowest_kj_mol=447.1 lumo_energy_ev=-4.31 homo_energy_ev=-14.06 orbital_gap_ev=9.75 charge=+1
N -0.503177 0.414085 -0.700258 3.3 -3.2 -3.5
N 2.204262 -0.970445 -1.462053 3.2 0.0 -0.6
N 0.129841 -1.602069 -2.162281 -2.5 1.8 0.9
C -0.420837 -0.856135 1.382643 0.4 0.8 -0.7
C -0.491005 0.519599 0.682678 0.3 0.3 1.2
C 0.916661 -0.879601 -1.454769 -2.3 2.8 2.0
C 0.559443 1.523198 1.157576 -2.6 1.2 -1.4
C -1.944573 1.073744 0.776162 -1.2 -2.5 0.1
H -2.238539 1.738165 -0.025742 0.2 0.5 0.1
H -2.668480 0.163069 0.703989 1.2 1.6 0.2
H -0.392327 -1.575078 0.596937 -1.2 -0.9 -0.5
H 2.875660 -0.415271 -0.804303 -1.9 -1.5 -1.9
H 0.039780 1.191534 -1.062591 -0.4 0.6 -0.4
H -1.991399 1.490182 1.753364 -0.6 0.7 0.7
H 0.483607 -1.152911 1.871355 0.9 0.8 0.6
H 1.140407 1.999353 0.381255 -0.3 0.4 -0.6
H 0.069552 2.254484 1.771390 0.2 0.6 0.3
H 2.594980 -1.533235 -2.311425 -0.2 1.3 2.4
H -1.203076 -0.904265 2.097990 -0.8 -0.7 0.4
H -0.850024 -1.242266 -2.091958 1.0 -1.0 -0.5
H 0.439235 -2.278782 -2.780010 0.4 -1.7 -1.5
H 1.250008 1.042645 1.680050 2.9 -2.0 2.8

---

24
Properties=species:S:1:pos:R:3:forces:R:3 method="wB97M-V/def2-TZVPD" de_lowest_kj_mol=483.7 lumo_energy_ev=0.82 homo_energy_ev=-7.66 orbital_gap_ev=8.48 charge=0
Si 1.536199 -1.993024 -1.140773 1.0 -1.2 -1.8
N 0.278689 0.315609 1.139416 -0.5 1.1 0.3
N 0.938756 -0.457617 -1.439249 -1.1 3.7 0.6
C -1.331029 -0.272362 -0.420708 -0.2 -1.6 -1.9
C -0.271103 -2.193439 -1.935327 1.2 1.3 -0.2
C 1.255058 0.949433 -1.320038 4.5 0.3 -0.2
C -0.945012 0.516048 0.726921 0.9 -2.0 0.0
C -2.071969 1.125294 1.452032 -0.4 3.8 -0.9
C 0.731982 1.088052 2.312298 -2.2 -3.4 1.6
C -0.377273 -0.871324 -1.182784 1.0 -0.1 -2.0
H 2.926486 -2.168058 -1.935750 -1.5 -0.2 1.0
H -0.004851 0.745470 3.131044 1.2 0.9 -0.6
H 2.069948 1.222571 -2.183441 -1.4 -0.9 2.3
H -2.744046 1.842640 0.837474 0.8 -1.8 0.4
H 1.532597 -2.328367 0.278962 0.3 -0.4 0.2
H 0.568020 2.082489 2.110819 0.0 2.6 0.0
H 1.684403 1.194594 -0.227258 -1.0 -0.2 -2.7
H 1.727841 0.876105 2.729686 -0.2 -0.1 -0.9
H -1.697242 1.855377 2.132311 0.4 0.4 1.0
H -1.046675 -2.796436 -1.674212 -1.8 -2.5 0.9
H 0.472189 1.599717 -1.646406 -1.0 0.1 0.5
H -0.245019 -2.140705 -3.046642 0.2 0.4 0.8
H -2.645556 0.455537 2.023948 -0.8 -1.1 0.4
H -2.342393 -0.647604 -0.722325 0.6 0.7 1.1

---

25
Properties=species:S:1:pos:R:3:forces:R:3 method="wB97M-V/def2-TZVPD" spin_multiplicity=3 lumo_energy_ev="-4.41 / -7.10" homo_energy_ev="-10.53 / -12.95" orbital_gap_ev="6.12 / 5.86" charge=+1
O -3.511157 0.499695 -0.553628 -0.9 2.2 -1.3
O -2.985883 -1.382907 0.143040 -2.1 -2.6 -1.4
N -2.483465 0.988662 -0.241005 -2.6 0.7 -0.9
N -2.005014 -1.304215 0.713226 1.2 -0.2 3.8
N 1.257839 -0.240195 1.020212 -1.9 -0.6 1.2
N 1.000732 0.392765 -1.248239 0.2 4.4 0.6
N -0.429764 -1.400453 -0.270265 0.9 1.4 -2.3
N -0.305344 1.534849 0.488937 -1.6 -1.1 0.7
C 0.415440 1.736847 -0.822486 -2.2 -2.9 -0.7
C 1.988071 0.078640 -0.170824 -0.3 -1.6 0.1
C 0.508947 0.858146 1.567115 2.4 1.0 1.3
C 0.481870 -1.480505 0.838352 2.0 0.8 0.1
C 0.032026 -0.582335 -1.535658 0.2 -2.6 1.3
C -1.577983 1.270009 0.454443 2.9 0.3 0.9
H -0.312120 2.215021 -1.528037 0.7 -0.8 0.4
H 2.607583 0.952563 0.000707 0.2 0.0 -0.2
H 1.365289 1.504122 1.927315 -1.4 0.3 -0.6
H 2.620100 -0.856849 -0.283922 -0.6 1.3 -0.9
H -0.013156 -1.749793 1.786562 0.0 0.0 -0.6
H 0.520838 -1.298521 -2.177002 0.3 -0.5 -0.2
H -0.529783 -2.311615 -0.638190 -0.5 -1.3 -0.3
H 1.271528 -2.165305 0.568836 0.1 -0.9 0.4
H 1.036373 2.450486 -0.443657 2.9 1.7 -0.3
H -0.876741 -0.355976 -2.089291 0.0 1.0 0.2
H -0.076221 0.646871 2.493452 0.1 -0.2 -1.2

---

118
Properties=species:S:1:pos:R:3:forces:R:3 method="wB97M-V/def2-TZVPD" de_lowest_kj_mol=474.4 lumo_energy_ev=-2.58 homo_energy_ev=-7.02 orbital_gap_ev=4.44 charge=0
O 5.632422 -3.992618 1.760991 -0.5 1.3 0.5
O 1.732927 -3.100653 3.125916 0.4 -2.1 -1.6
O 2.773397 -5.009191 2.765145 -1.7 1.4 -0.8
O 5.319691 -2.350210 3.193195 0.0 -0.9 -1.4
O -3.110882 -5.518514 1.948955 0.4 0.1 0.3
O -2.310088 -3.920019 3.373394 -1.0 0.5 -0.6
N 5.148605 -2.895056 2.085408 1.6 -0.3 0.9
N -2.379434 -4.234517 2.179241 2.8 -2.5 -1.1
N -0.646689 0.971873 0.351242 -0.6 1.6 -1.4
N -2.361232 -6.407296 1.256082 0.1 2.8 -0.3
N -0.553862 2.156466 -1.517943 0.4 -0.6 1.1
N 1.920055 -4.151640 2.457313 2.8 1.5 2.2
N 0.257666 1.032806 -1.646045 -1.8 0.7 0.9
N -0.446860 -8.991752 0.432112 0.3 2.3 0.1
C -1.702436 0.269064 -5.436048 0.1 0.3 -0.2
C 1.076018 -4.410413 1.336469 -2.4 0.7 -0.7
C -0.079579 -3.566625 1.266898 1.3 -1.3 1.6
C -2.565319 3.155378 1.487722 0.0 0.1 -0.7
C -2.484393 4.052556 -0.784137 0.1 -0.5 0.6
C -1.268417 -5.704762 0.872429 -0.6 -1.3 1.4
C 0.099543 0.205918 -0.545434 -0.1 1.2 0.3
C 0.935974 0.936024 -2.936363 0.2 0.0 -0.9
C 3.790907 -0.952094 1.505122 -0.4 -0.3 -0.2
C -0.901417 0.629439 1.726370 0.3 -1.1 0.7
C 0.063191 0.983454 2.750011 0.0 -0.1 -0.1
C 2.104033 1.729621 -3.204488 0.2 -0.1 0.4
C 2.607585 2.932294 -2.344285 0.1 -0.2 0.0
C 2.230247 2.126342 3.448529 0.2 0.0 0.2
C -1.626206 -1.195724 3.057319 -0.1 0.2 0.6
C 0.768490 2.360504 3.035420 0.2 -0.6 -0.3
C -0.443229 -1.139617 3.788435 -0.6 0.0 -0.1
C 2.393290 0.500926 -5.299017 0.0 -0.1 0.5
C -1.896163 -0.356301 1.974548 0.4 -0.1 0.3
C -2.026224 3.109987 0.172267 -1.2 1.2 0.2
C 1.588448 4.077738 -2.381065 -0.5 0.1 -0.1
C -3.206222 -0.689810 1.177692 0.4 -0.3 0.0
C -0.060798 -6.437807 0.647333 0.4 1.1 -0.5
C 1.123037 -5.765435 0.848532 -0.7 -0.5 -0.3
C -3.556055 4.086772 1.810030 0.3 0.0 -0.5
C 1.160703 -0.091405 -5.113295 0.1 0.3 -0.3
C 0.767837 3.348414 1.887470 0.0 0.3 -0.4
C -2.047291 0.110751 -3.017197 -0.5 -0.1 0.3
C 2.571531 -0.575254 0.974885 0.3 -0.1 -0.5
C 4.315237 -2.217009 1.153517 -0.8 0.3 -0.8
C -1.109257 -0.299927 -4.139924 0.3 -0.3 0.2
C 0.512638 -1.131690 -0.279504 1.4 -0.2 -0.5
C 2.567379 -2.574097 -0.447515 -0.2 0.2 -0.1
C 1.892377 -1.416724 0.043394 -0.5 0.1 0.1
C 2.917155 2.479466 -0.923482 0.0 -0.2 0.3
C 0.016662 3.023118 4.202059 -0.2 -0.2 0.2
C -4.316418 -1.101291 2.159998 0.1 0.2 0.3
C -3.452487 4.994826 -0.440450 0.0 -0.1 0.2
C -1.223650 -4.363933 1.297595 -2.4 -0.7 0.8
C 3.799058 -2.941929 0.054527 0.1 0.2 1.0
C 2.832521 1.430693 -4.355037 -0.1 -0.1 -0.4
C -1.075201 2.118090 -0.312126 1.1 -1.0 -0.5
C -1.089013 -1.827106 -4.225748 0.0 -0.2 0.1
C 3.896484 3.554720 -2.890969 0.3 -0.1 -0.2
C -2.948763 -1.893925 0.269948 0.1 -0.2 -0.1
C -0.277276 -7.838556 0.505294 0.6 -2.7 -0.7
C -3.995260 5.014794 0.851452 0.2 -0.4 0.0
C -3.733597 0.434287 0.319721 -0.2 0.4 -0.1
C 0.359747 0.193744 -3.997432 -0.1 -0.2 0.3
C 0.329527 0.002699 3.711482 -0.3 0.1 0.1
H -4.425411 -0.346511 2.948996 -0.1 -0.2 -0.1
H -2.747036 -0.043533 -5.556768 0.2 0.0 0.1
H -1.679091 1.364654 -5.401272 0.0 -0.1 -0.1
H 3.821112 1.856277 -0.912608 -0.2 0.0 0.0
H 0.782365 -0.758112 -5.889373 0.1 0.3 0.3
H -0.192065 -1.963444 4.453418 -0.1 0.3 0.0
H -4.644770 0.099595 -0.189856 0.1 0.1 0.1
H -3.019704 0.720764 -0.451707 -0.2 0.0 0.0
H 1.351094 4.235388 2.175891 -0.1 -0.2 -0.1
H -0.073116 -2.518876 1.574593 0.1 -0.6 0.3
H -1.147067 -0.060544 -6.317946 -0.1 0.1 0.1
H 2.309477 1.687837 4.450581 0.1 0.1 -0.2
H 0.460466 3.994599 4.451080 0.0 -0.2 -0.1
H -1.978165 -1.803405 -0.226205 -0.3 -0.1 -0.1
H 1.512404 4.462624 -3.407925 0.0 0.0 0.2
H -2.345008 -1.937908 3.368918 0.2 0.1 -0.3
H -0.602749 -2.248958 -3.337201 -0.1 0.0 -0.1
H -3.997874 4.064429 2.806428 0.1 0.1 -0.3
H -2.081997 3.980640 -1.797332 -0.2 0.2 0.3
H -3.974581 1.307040 0.928882 -0.1 -0.1 -0.2
H -3.055551 -0.287402 -3.223125 0.3 0.1 0.0
H -2.134360 1.199656 -2.925834 0.0 -0.3 0.0
H -1.730020 -0.326695 -2.064005 -0.2 0.1 -0.2
H -3.801381 5.701153 -1.196836 0.1 -0.2 0.3
H -0.543018 -2.166808 -5.111011 -0.1 0.0 0.2
H 3.007873 0.257733 -6.166944 -0.2 0.1 0.3
H 1.913427 4.899990 -1.727228 0.0 -0.2 -0.2
H -3.735122 -2.026174 -0.481437 0.1 0.2 0.0
H 2.079430 -3.185740 -1.215473 0.3 0.4 0.2
H -2.253134 2.423128 2.235577 -0.1 0.4 -0.3
H 2.099788 1.884355 -0.512055 0.3 0.2 0.1
H -5.272331 -1.199302 1.634007 0.2 0.0 0.0
H -0.128352 -1.933503 -0.623735 0.2 0.2 -0.5
H 4.200565 4.395463 -2.255848 -0.2 -0.2 0.0
H 4.351480 -3.805770 -0.305973 -0.3 0.0 0.2
H 4.323495 -0.331343 2.224004 -0.3 -0.3 0.1
H 3.782339 1.923596 -4.546733 -0.4 0.0 0.1
H 2.089200 -6.235692 0.684155 -0.2 -0.1 0.5
H -0.241824 3.696782 1.667702 0.2 0.0 0.0
H 2.755299 3.088187 3.465667 -0.1 -0.1 0.1
H -1.030071 3.204233 3.931050 0.1 0.0 0.1
H -4.089110 -2.067929 2.620939 -0.2 0.2 0.0
H -2.951966 -2.797810 0.871413 0.0 0.3 -0.3
H 4.724757 2.840771 -2.893430 0.0 0.1 0.0
H 3.095355 3.347124 -0.275767 0.0 -0.2 -0.1
H -4.781457 5.725357 1.114979 0.3 -0.2 -0.1
H 0.589737 3.764488 -2.072729 0.3 0.2 -0.1
H 3.756398 3.947765 -3.903036 0.1 0.0 0.1
H -2.114383 -2.210546 -4.282815 0.1 0.0 0.0
H 2.021410 0.297492 1.348589 0.5 -0.3 -0.3
H 0.039318 2.396004 5.101134 0.0 0.1 -0.2
H 1.117391 0.131851 4.454802 -0.2 0.1 -0.4
H 1.216034 2.927714 0.983784 -0.1 0.2 0.1
H 2.759820 1.469421 2.747659 -0.1 0.2 0.2

---

22
Properties=species:S:1:pos:R:3:forces:R:3 method="wB97M-V/def2-TZVPD" de_lowest_kj_mol=104.7 lumo_energy_ev=-2.92 homo_energy_ev=-13.53 orbital_gap_ev=10.61 charge=+1
O -1.427428 -2.369960 0.585298 -0.4 -1.0 0.0
N 1.867545 -0.967805 -0.074620 -0.6 0.5 -0.3
N -0.580051 0.359251 0.741097 0.5 1.2 -0.6
C 0.723339 0.890979 -1.463675 -2.0 -0.9 -0.1
C 1.962697 0.032884 -1.161051 0.2 0.7 0.2
C -1.516068 0.909986 1.745476 0.7 -0.2 1.2
C -0.405165 1.277424 -0.439013 0.1 0.2 -0.3
H -2.073585 -2.584065 -0.107422 0.2 0.1 0.2
H 1.324357 -1.761519 -0.412788 0.0 0.1 0.1
H 2.800130 -1.337255 0.030789 0.2 -0.1 0.3
H 0.924579 1.778484 -2.064566 0.5 0.1 0.4
H 2.765861 0.734380 -0.927032 0.2 -0.3 0.1
H -1.405590 -3.199925 1.116337 0.2 1.0 -0.4
H -1.604372 0.194863 2.565939 -0.5 -0.3 -0.5
H -1.024237 1.728026 2.271815 -0.2 0.5 -0.6
H -0.362093 2.267519 0.021346 0.4 0.0 -0.3
H -1.321029 1.230514 -1.027031 -0.2 0.2 0.3
H 0.095366 0.333029 -2.162143 0.4 -0.4 -0.2
H 0.374611 0.350163 1.098578 0.1 -1.0 0.4
H -0.868409 -0.577295 0.459391 0.3 -0.5 0.2
H 2.206240 -0.480630 -2.086657 0.2 0.3 -0.3
H -2.456698 1.190952 1.289933 -0.1 0.0 0.1

---

18
Properties=species:S:1:pos:R:3:forces:R:3 method="wB97M-V/def2-TZVPD" de_lowest_kj_mol=383.7 lumo_energy_ev="-0.03 / -0.03" homo_energy_ev="-7.76 / -7.77" orbital_gap_ev="7.74 / 7.74" charge=0
N -1.597005 0.375380 -0.080878 -2.8 -0.8 2.1
N 0.771579 1.666990 1.533700 -1.9 -1.3 0.9
N -1.502930 0.275704 1.195407 0.7 -0.6 -2.1
N -2.170467 -0.651455 -0.752196 0.8 0.4 0.6
C 1.333346 -1.118966 -0.317428 0.1 0.0 -0.1
C 1.006515 0.178242 -1.022534 -3.1 -0.1 0.1
H -2.551272 -0.392835 -1.649039 0.1 -0.1 0.1
H 1.812644 0.901263 -0.973537 -0.4 0.3 0.1
H -2.581486 -1.405936 -0.209265 0.0 0.2 -0.2
H 1.679884 -0.941561 0.698864 0.1 0.0 0.1
H 0.443569 -1.746476 -0.245204 0.0 -0.2 -0.1
H -0.119307 0.517005 -0.642262 4.0 0.1 -0.9
H 0.717932 0.005277 -2.061317 0.5 -0.2 -0.3
H -0.211974 0.901189 1.528676 3.4 3.0 -0.2
H 1.707302 1.314654 1.360028 -0.4 -0.3 0.0
H 2.105709 -1.670470 -0.858070 0.0 -0.1 0.1
H 0.660661 2.489401 0.947188 -0.3 -0.4 0.0
H -1.504697 -0.697407 1.547867 -0.9 -0.1 -0.2

---

13
Properties=species:S:1:pos:R:3:forces:R:3 method="wB97M-V/def2-TZVPD" de_lowest_kj_mol=478.5 smiles="C1=CN1.CC=O" lumo_energy_ev=0.96 homo_energy_ev=-8.12 orbital_gap_ev=9.08 charge=0
O 0.260761 -1.712041 -0.135922 0.1 0.1 0.0
N -1.716747 0.693209 -0.051910 0.4 1.2 -0.2
C 1.709871 0.209635 -0.149876 -0.1 0.0 -0.2
C 0.815022 -0.825244 0.463412 0.3 -0.2 0.3
C -2.752419 -0.215561 0.478011 0.6 -0.6 -1.1
C -2.205987 -0.588971 -0.621265 -0.5 0.1 1.4
H -0.814995 0.567965 0.437500 -0.4 -0.2 0.0
H 1.759999 1.108681 0.461211 0.0 0.0 0.0
H -3.395139 -0.261682 1.316776 -0.4 -0.1 0.4
H 0.752977 -0.776834 1.570314 -0.1 -0.1 0.0
H 1.378175 0.454335 -1.155872 0.0 0.0 -0.1
H -1.967457 -1.235386 -1.423426 0.0 -0.3 -0.5
H 2.712829 -0.217261 -0.215468 0.1 0.0 0.0